Entry 1:
18
Properties=species:S:1:pos:R:3:forces:R:3 method="wB97M-V/def2-TZVPD" charge=+1 de_lowest_kcal_mol=39.2 multiplicity=2 gap_ev="10.414 / 5.218" lumo_ha="-0.1213 / -0.3101" total_energy_ha=-686.82204
C 0.725 0.586 -2.095 0.9 -0.5 0.4
N -0.206 -0.252 -1.345 0.5 2.9 0.1
C -0.210 0.014 0.111 0.1 -1.9 0.0
C 0.863 -0.920 0.848 -0.8 0.6 0.2
S 1.346 -0.192 2.493 0.4 -0.1 -1.8
C -1.667 -0.169 0.569 0.5 1.9 0.8
O -1.875 0.227 1.917 1.0 -0.5 -0.3
H 0.950 0.258 -3.105 -0.6 -0.2 -0.2
H 1.684 0.626 -1.575 -0.2 0.2 0.1
H 0.246 1.581 -2.103 0.2 -0.1 -0.2
H -1.086 -0.199 -1.874 -0.3 -1.2 0.6
H 0.193 1.011 0.317 -0.3 0.2 -0.5
H 0.383 -1.869 1.040 0.1 -0.3 0.0
H 1.693 -1.045 0.155 0.2 -0.1 0.4
H 2.119 0.737 1.850 -0.3 -0.2 0.7
H -2.006 -1.192 0.410 -0.2 0.1 -0.4
H -2.138 0.660 0.022 -0.9 -0.9 -0.4
H -1.015 0.137 2.366 -0.5 0.1 0.3



Entry 2:
17
Properties=species:S:1:pos:R:3:forces:R:3 method="wB97M-V/def2-TZVPD" charge=+1 de_lowest_kcal_mol=40.8 multiplicity=1 gap_ev=9.655 lumo_ha=-0.1656 smiles="CPC=[N+](C)C" total_energy_ha=-554.78873
C 2.428 -1.003 0.000 1.6 0.2 -1.9
P 2.012 0.715 -0.502 -1.5 1.2 2.9
C 0.235 0.711 0.543 1.5 0.0 -0.3
N -0.911 0.417 0.020 -1.0 -0.4 2.3
C -2.168 0.325 0.830 -0.1 -1.7 2.0
C -1.146 0.013 -1.362 0.5 -1.8 -0.5
H 3.274 -1.223 -0.765 -1.4 -0.2 1.4
H 1.540 -1.594 -0.223 0.4 -0.5 0.2
H 2.834 -1.084 1.002 -0.3 -0.2 0.0
H 2.588 1.395 0.734 -0.5 -0.6 -1.7
H 0.387 0.937 1.671 -1.1 -0.3 -2.0
H -1.987 0.671 1.894 0.0 -0.6 -1.3
H -2.542 -0.784 0.822 1.0 2.0 0.1
H -3.014 0.898 0.474 0.3 0.4 -0.7
H -0.383 -0.717 -1.654 0.4 0.6 -0.1
H -1.088 0.925 -1.883 -0.1 0.7 -1.4
H -2.059 -0.603 -1.600 0.4 1.3 1.0



Entry 3:
17
Properties=species:S:1:pos:R:3:forces:R:3 method="wB97M-V/def2-TZVPD" charge=+1 de_lowest_kcal_mol=72.2 multiplicity=1 gap_ev=10.002 lumo_ha=-0.1513 smiles=C[N@H+]1C[C@]1(C)P total_energy_ha=-554.73872
C 1.648 0.840 0.823 2.7 -3.8 1.5
N 0.391 0.979 0.182 -2.3 1.6 0.7
C 0.082 0.664 -1.245 2.5 -2.2 -0.5
C -0.445 -0.209 -0.180 -3.1 2.2 -0.3
C 0.088 -1.525 0.066 0.4 -1.5 1.1
P -2.582 0.419 0.299 2.6 -1.7 0.1
H 2.519 1.278 0.373 -0.2 0.7 -0.6
H 1.724 1.019 1.908 -0.9 0.6 -0.5
H 1.891 -0.309 0.833 -0.3 2.1 -0.3
H -0.320 1.614 0.633 1.6 -0.2 -0.7
H 0.957 0.199 -1.883 -1.6 1.4 1.5
H -0.554 1.339 -1.723 -0.6 1.0 -0.7
H 0.767 -1.904 -0.654 0.9 0.1 -1.0
H -0.713 -2.190 0.015 -1.5 -1.3 -0.2
H 0.519 -1.795 1.037 -0.1 0.8 0.1
H -2.819 -0.990 0.515 -0.4 0.8 -0.2
H -3.154 0.570 -1.000 0.5 -0.5 0.1



Entry 4:
17
Properties=species:S:1:pos:R:3:forces:R:3 method="wB97M-V/def2-TZVPD" de_lowest_kcal_mol=6.4 multiplicity=1 gap_ev=9.959 lumo_ha=0.0339 smiles=C[C@H](N)CCS total_energy_ha=-611.93189
C 1.141 -2.250 -0.445 -0.6 0.1 -1.0
C 0.869 -0.824 -0.964 0.9 -0.9 0.3
N 2.127 -0.334 -1.556 -0.1 0.6 0.1
C 0.307 0.065 0.135 -0.4 1.3 -0.7
C -1.212 0.171 0.163 -0.4 0.0 -0.1
S -1.765 1.468 1.330 0.0 -0.3 -0.2
H 0.978 -2.950 -1.273 0.0 -0.1 0.3
H 2.183 -2.365 -0.178 0.2 0.1 0.4
H 0.468 -2.475 0.377 0.1 -0.3 0.1
H 0.172 -0.868 -1.800 -0.3 0.0 0.1
H 1.912 0.438 -2.183 0.1 -0.1 0.0
H 2.691 0.096 -0.824 0.1 -0.3 -0.1
H 0.639 1.072 -0.136 0.0 0.2 0.2
H 0.677 -0.082 1.142 0.3 -0.5 0.1
H -1.730 -0.755 0.417 0.2 0.0 0.3
H -1.610 0.426 -0.822 0.2 0.1 0.0
H -1.138 2.439 0.657 0.0 0.2 0.1



Entry 5:
17
Properties=species:S:1:pos:R:3:forces:R:3 method="wB97M-V/def2-TZVPD" de_lowest_kcal_mol=47.0 multiplicity=1 gap_ev=8.780 lumo_ha=0.0273 smiles="C=CN.CSC" total_energy_ha=-611.86721
C -2.890 2.590 3.975 -1.0 -0.2 2.0
C -3.508 1.562 3.396 0.6 -0.9 -1.5
N -3.518 1.223 2.052 -0.6 1.3 -0.8
H -2.777 3.620 3.677 0.8 -0.2 -0.8
H -2.817 2.401 5.050 -0.4 0.7 -0.1
H -4.079 0.823 3.949 0.7 -0.2 0.5
H -3.085 1.868 1.405 0.1 -0.1 0.2
H -3.402 0.279 1.753 -0.2 -0.4 0.3
C 3.581 -0.768 -2.904 -0.7 -0.5 1.2
S 2.122 -0.801 -1.778 -0.2 1.1 1.0
C 1.370 -2.391 -2.096 0.4 -0.4 -1.9
H 4.330 -0.372 -2.223 0.3 0.2 -0.4
H 3.418 -0.122 -3.764 0.1 -0.3 -0.1
H 3.865 -1.800 -3.113 0.0 0.2 -0.4
H 0.386 -2.712 -1.748 0.2 0.9 0.7
H 1.235 -2.284 -3.181 0.1 -1.0 0.1
H 2.098 -3.156 -1.836 -0.1 -0.3 -0.2



Entry 6:
17
Properties=species:S:1:pos:R:3:forces:R:3 method="wB97M-V/def2-TZVPD" de_lowest_kcal_mol=64.2 multiplicity=1 gap_ev=9.481 lumo_ha=0.0317 smiles="C=NC.CSC" total_energy_ha=-611.83976
C 2.671 -3.222 -0.220 -3.4 1.8 -3.4
N 2.014 -2.841 -1.276 0.0 -1.1 1.1
C 0.779 -2.003 -1.073 2.9 0.5 1.0
H 2.432 -2.841 0.722 -0.3 0.7 1.8
H 3.148 -4.119 -0.323 2.3 -1.8 -0.2
H 0.992 -1.595 -0.048 -1.1 0.3 -0.7
H -0.063 -2.728 -1.033 0.4 1.0 -0.5
H 0.825 -1.168 -1.839 -0.8 -1.2 0.9
C -1.278 3.282 1.436 -1.7 3.3 -0.1
S -2.575 2.562 0.407 0.9 -1.1 0.2
C -1.583 1.156 -0.205 0.8 2.6 -4.3
H -1.972 3.958 2.086 1.8 -1.1 -0.5
H -0.618 4.005 0.851 -0.7 -1.2 0.7
H -0.701 2.574 1.993 0.1 -0.3 0.4
H -1.976 1.064 -1.299 0.2 -0.9 2.1
H -0.578 1.651 -0.577 -1.4 -1.3 1.5
H -1.517 0.265 0.398 0.0 -0.1 0.0



Entry 7:
17
Properties=species:S:1:pos:R:3:forces:R:3 method="wB97M-V/def2-TZVPD" de_lowest_kcal_mol=183.8 multiplicity=1 gap_ev="6.880 / 6.951" lumo_ha="-0.0131 / -0.0155" total_energy_ha=-611.64929
C -1.602 0.598 0.186 -0.1 -2.1 2.5
C 0.909 0.733 -1.176 2.1 2.2 3.7
C -2.402 -0.483 0.987 2.9 -1.1 -0.8
C 2.202 1.541 -1.055 0.8 -0.7 0.8
N -0.035 -2.241 0.917 2.1 0.1 -0.9
S 0.064 0.166 0.109 -0.5 0.0 -0.3
H -2.100 0.881 -0.699 0.3 0.7 -1.3
H 0.863 0.328 -2.085 -1.2 -2.2 -3.1
H -2.183 -0.382 2.086 -1.1 0.0 -0.9
H -1.717 -1.458 0.768 -2.2 1.7 0.7
H -3.438 -0.613 0.607 0.7 0.3 0.8
H 3.107 1.030 -1.505 -1.2 0.5 0.0
H 2.549 1.637 -0.010 -0.5 0.2 -0.2
H 2.101 2.546 -1.470 0.1 -0.1 0.0
H -0.088 -2.450 -0.116 0.3 -0.1 1.2
H 1.023 -2.328 1.146 -2.0 0.3 -0.7
H 0.748 0.495 1.310 -0.7 0.0 -1.3



Entry 8:
17
Properties=species:S:1:pos:R:3:forces:R:3 method="wB97M-V/def2-TZVPD" de_lowest_kcal_mol=21.7 multiplicity=1 gap_ev=9.838 lumo_ha=0.0340 smiles=CN[C@@H](C)CS total_energy_ha=-611.90760
C -1.732 -0.881 -1.051 -0.7 -1.3 0.1
N -0.311 -0.965 -0.805 1.3 0.5 1.1
C 0.230 0.113 0.047 -1.2 2.1 -2.1
C -0.429 0.326 1.417 -0.1 -1.5 0.6
C 1.736 0.224 -0.194 -0.3 -1.1 0.9
S 2.483 1.510 0.847 0.3 0.0 -0.3
H -2.365 -1.345 -0.278 0.1 0.3 0.2
H -1.980 -1.475 -1.936 0.1 0.3 -0.2
H -2.082 0.137 -1.201 0.3 0.1 0.0
H 0.001 -1.806 -0.326 -0.7 -0.4 -0.4
H -0.147 1.005 -0.473 0.2 0.1 -0.2
H -1.082 -0.528 1.637 0.3 -0.2 0.1
H -1.133 1.133 1.385 -0.1 0.7 -0.1
H 0.200 0.480 2.290 0.3 0.0 -0.2
H 1.966 0.405 -1.237 -0.3 0.2 -0.1
H 2.163 -0.767 0.002 0.4 0.3 0.4
H 2.481 2.435 -0.124 0.0 0.0 0.2